{
  "formula": "C2H6N3S",
  "method": "ωB97M-V/def2-TZVPD",
  "e_lumo_ev": [-7.1, -7.1],
  "e_homo_ev": [-13.7, -13.7],
  "e_tot_ev": -17467.16201,
  "charge": 1,
  "de_lowest_kj_mol": 287.14,
  "species": ["S", "N", "N", "N", "C", "C", "H", "H", "H", "H", "H", "H"],
  "coordinates": [[-1.897, -0.013, 0.059], [-0.401, 1.796, 0.539], [0.011, -1.729, 0.593], [0.694, 0.165, -0.620], [0.619, 1.357, -0.092], [-0.366, -0.836, -0.492], [-0.887, 2.690, 0.463], [-0.665, -1.497, -1.305], [0.266, -1.143, 1.369], [-0.604, -2.493, 0.759], [1.631, 1.807, -0.295], [1.599, -0.104, -0.980]],
  "mulliken_charge": [0.1525, -0.4971, -0.4941, -0.2096, 0.2274, -0.0828, 0.3344, 0.4268, 0.2407, 0.2569, 0.3702, 0.2749]
}

***

{
  "formula": "C5H10O",
  "method": "ωB97M-V/def2-TZVPD",
  "e_lumo_ev": 1.1,
  "e_homo_ev": -9.3,
  "smiles": "CCC1COC1",
  "e_tot_ev": -7390.79211,
  "de_lowest_kj_mol": 383.36,
  "species": ["O", "C", "C", "C", "C", "C", "H", "H", "H", "H", "H", "H", "H", "H", "H", "H"],
  "coordinates": [[1.240, -1.896, -0.469], [-0.017, -1.530, 0.115], [-0.206, 1.026, -0.104], [0.520, -0.133, 0.483], [1.751, -0.567, -0.306], [-1.669, 1.188, 0.326], [1.863, -0.049, -1.272], [-0.828, -1.527, -0.630], [-0.208, 0.734, -1.368], [0.284, 1.992, -0.095], [-2.098, 2.181, 0.507], [-0.298, -2.188, 0.945], [-1.531, 0.943, -0.770], [2.699, -0.540, 0.235], [-2.187, 0.375, 0.850], [0.686, -0.009, 1.555]],
  "mulliken_charge": [-0.4076, -0.5105, -0.7831, 0.3056, -0.6193, -0.9206, 0.2840, 0.2782, 0.1854, 0.4037, 0.2752, 0.2843, 0.2503, 0.2812, 0.2689, 0.4242]
}

***

{
  "formula": "C3H5FOS",
  "method": "ωB97M-V/def2-TZVPD",
  "e_lumo_ev": 0.2,
  "e_homo_ev": -8.9,
  "e_tot_ev": -18788.43674,
  "de_lowest_kj_mol": 334.29,
  "species": ["S", "F", "O", "C", "C", "C", "H", "H", "H", "H", "H"],
  "coordinates": [[1.200, 0.366, -0.404], [-0.012, 1.370, 1.798], [0.838, 0.402, -1.824], [-1.584, 1.148, -0.033], [1.118, -1.426, 0.016], [-0.199, 0.934, 0.624], [-2.013, 0.633, -0.895], [0.132, -1.582, -0.300], [1.754, -1.952, -0.614], [-2.360, 1.523, 0.616], [1.125, -1.415, 1.016]],
  "mulliken_charge": [0.3955, -0.2114, -0.5629, -0.6981, -0.9355, 0.3966, 0.2740, 0.3178, 0.3296, 0.3128, 0.3816]
}

***

{
  "formula": "C6H11N2",
  "method": "ωB97M-V/def2-TZVPD",
  "e_lumo_ev": [-5.2, -5.2],
  "e_homo_ev": [-12.5, -12.5],
  "e_tot_ev": -9366.93699,
  "charge": 1,
  "de_lowest_kj_mol": 752.35,
  "species": ["N", "N", "C", "C", "C", "C", "C", "C", "H", "H", "H", "H", "H", "H", "H", "H", "H", "H", "H"],
  "coordinates": [[0.156, 2.435, 0.791], [-1.151, 0.089, 0.400], [0.010, 2.167, -0.561], [-0.669, 1.372, 0.172], [-1.087, -0.454, 1.547], [1.750, -0.188, -0.894], [-1.737, -0.609, -0.699], [1.974, -0.982, 0.179], [-1.956, -1.610, -0.346], [-0.951, -0.510, -1.443], [-0.733, 0.080, 2.478], [0.344, 2.622, -1.424], [2.559, -0.990, 1.053], [2.209, 0.739, -1.093], [-1.123, -1.507, 1.684], [1.242, -0.481, -1.734], [1.013, 2.251, 1.385], [-2.676, -0.152, -0.875], [1.586, -1.942, 0.285]],
  "mulliken_charge": [-0.4935, 0.1548, -0.5238, 0.5068, -0.1947, -0.8402, -0.7595, -0.6175, 0.3436, 0.2725, 0.2863, 0.4497, 0.3606, 0.3371, 0.2995, 0.4680, 0.2754, 0.3517, 0.3232]
}

***

{
  "formula": "C5H6N2",
  "method": "ωB97M-V/def2-TZVPD",
  "e_lumo_ev": 0.8,
  "e_homo_ev": -8.4,
  "smiles": "C1=N[C@@]23C[C@@H]2N3C1",
  "e_tot_ev": -8256.90459,
  "de_lowest_kj_mol": 526.21,
  "species": ["N", "N", "C", "C", "C", "C", "C", "H", "H", "H", "H", "H", "H"],
  "coordinates": [[0.015, -0.521, 0.943], [1.116, 1.132, -0.321], [0.998, -1.113, 0.059], [-1.160, -0.297, -0.097], [1.769, -0.004, -0.443], [-1.415, 1.141, 0.338], [0.013, 0.765, 0.370], [-1.910, -1.082, -0.061], [1.418, -2.095, 0.261], [2.692, -0.052, -1.015], [-1.925, 1.320, 1.287], [0.054, -1.043, -0.871], [-1.664, 1.850, -0.451]],
  "mulliken_charge": [-0.4456, -0.5963, -0.3299, -0.6515, -0.2970, -0.5245, 0.8910, 0.3303, 0.3942, 0.3796, 0.2721, 0.3296, 0.2480]
}

***

{
  "formula": "C7H19BNO4S",
  "method": "ωB97M-V/def2-TZVPD",
  "e_lumo_ev": -4.6,
  "e_homo_ev": -11.9,
  "e_tot_ev": -28750.37632,
  "charge": 1,
  "de_lowest_kj_mol": 0.00,
  "species": ["S", "O", "O", "O", "O", "N", "C", "C", "C", "C", "C", "C", "C", "B", "H", "H", "H", "H", "H", "H", "H", "H", "H", "H", "H", "H", "H", "H", "H", "H", "H", "H", "H"],
  "coordinates": [[1.081, -1.755, -2.752], [3.467, -1.419, -1.091], [-2.282, 2.193, 1.606], [3.745, -3.790, -0.107], [-0.543, -1.423, -2.358], [-0.172, 2.937, 1.413], [1.136, 3.342, 1.874], [-1.924, 0.172, -0.992], [-1.228, 2.502, 2.157], [1.706, -3.328, -1.887], [-3.282, -0.580, -1.526], [-0.704, -0.971, -0.967], [-1.049, 2.417, 3.648], [3.019, -2.845, -0.982], [-3.636, -1.315, -0.666], [-0.245, 1.717, 3.889], [0.810, -3.717, -1.242], [-2.145, 0.537, 0.120], [3.528, -3.490, 0.828], [0.267, -0.508, -0.489], [1.878, 2.698, 1.397], [1.236, 3.270, 2.958], [1.045, -2.130, -4.127], [-3.141, -1.221, -2.500], [-0.364, 2.969, 0.419], [4.090, -1.378, -1.891], [-1.157, -1.865, -0.317], [-1.568, 1.055, -1.692], [-0.826, 3.408, 4.054], [1.301, 4.376, 1.561], [-1.973, 2.055, 4.109], [-4.094, 0.232, -1.755], [2.024, -4.144, -2.690]],
  "mulliken_charge": [0.2626, -0.4908, -0.6819, -0.4916, -0.1945, -0.1311, -0.8336, -0.2668, 0.8843, -0.5318, -0.9828, -0.4406, -1.3728, 0.4141, 0.2826, 0.3676, 0.3266, 0.1372, 0.3402, 0.4143, 0.2545, 0.3295, 0.3001, 0.2507, 0.2240, 0.3425, 0.2745, 0.3151, 0.3708, 0.3025, 0.3007, 0.3186, 0.4054]
}